Formula: C25H41IO10P2
Source: the OMol25 dataset
Level of theory: wB97M-V/def2-TZVPD

Structure (XYZ):
```
79
C25H41IO10P2 wB97M-V/def2-TZVPD
C 5.354 3.664 3.004
C 3.796 3.922 2.778
I 3.176 3.594 0.722
C 2.939 3.056 3.819
C 1.570 2.551 3.232
C 1.454 1.130 2.815
C 0.170 0.626 2.302
C -1.023 1.500 2.165
C -0.865 2.885 2.569
C 0.413 3.430 3.100
C 0.410 4.940 3.523
O 1.349 5.682 3.357
C -0.950 5.427 4.144
C -2.122 4.927 3.661
C -2.079 3.879 2.492
O -2.887 3.867 1.595
H 5.886 4.514 2.508
H 5.510 3.802 4.114
H 5.682 2.655 2.652
H 3.661 5.023 2.966
H 3.552 2.131 4.036
H 2.806 3.575 4.804
H 2.333 0.440 2.889
H 0.043 -0.435 1.968
H -1.993 1.101 1.779
H -0.918 6.153 4.997
H -3.079 5.252 4.130
C -7.624 -1.862 1.096
C -7.189 -3.308 1.237
O -5.841 -3.513 0.825
P -4.581 -3.132 1.839
O -5.114 -3.847 3.064
O -3.506 -4.296 1.371
C -3.073 -5.280 2.309
C -3.983 -6.497 2.307
O -3.865 -2.170 0.665
C -4.504 -1.483 -0.397
C -4.864 -0.063 0.004
H -7.038 -1.215 1.754
H -8.678 -1.746 1.356
H -7.490 -1.509 0.072
H -7.350 -3.647 2.262
H -7.812 -3.933 0.594
H -2.994 -4.848 3.308
H -2.061 -5.583 2.026
H -5.039 -6.233 2.266
H -3.807 -7.114 3.189
H -3.787 -7.106 1.420
H -5.356 -2.024 -0.803
H -3.778 -1.437 -1.214
H -5.298 -0.022 1.003
H -5.564 0.373 -0.712
H -3.968 0.563 0.024
C 1.361 -1.023 -5.337
C 2.783 -1.274 -5.801
O 3.717 -0.381 -5.203
P 4.272 -0.650 -3.660
O 4.637 -2.108 -3.852
O 5.797 -0.032 -3.819
C 6.928 -0.884 -3.648
C 7.344 -1.535 -4.956
O 3.827 0.894 -3.179
C 2.795 1.702 -3.716
C 1.491 1.504 -2.962
H 1.266 -1.209 -4.264
H 0.661 -1.677 -5.859
H 1.062 0.010 -5.526
H 3.054 -2.316 -5.622
H 2.840 -1.112 -6.880
H 6.731 -1.633 -2.879
H 7.751 -0.268 -3.272
H 6.495 -1.893 -5.538
H 8.025 -2.368 -4.776
H 7.858 -0.804 -5.589
H 2.672 1.577 -4.789
H 3.117 2.739 -3.582
H 1.295 0.450 -2.763
H 0.656 1.928 -3.522
H 1.536 2.003 -1.991
```

Results
- Kohn-Sham gap: 8.0 eV
- SMILES: C[C@@H](I)Cc1cccc2c1C(=O)C=CC2=O.CCOP(=O)(OCC)OCC.CCOP(=O)(OCC)OCC
- Spin multiplicity: 1
- HOMO level: -9.04 eV